The following is a DFT calculation (wB97M-V/def2-TZVPD) of C4H5HgMgO2 as an isolated structure at a distorted geometry.

Calculated values
- Net charge: +1
- Kohn-Sham gap (spin up / spin down): 3.4 / 1.5 eV
- E_LUMO (spin up / spin down): -6.963 / -7.948 eV
- Largest force on an atom: 0.0509 hartree/bohr
- 2S+1: 3
- HOMO (spin up / spin down): -0.38221 / -0.34574 hartree

Structure (XYZ):
```
13
Properties=species:S:1:pos:R:3:forces:R:3
H -1.883 -0.721 -4.528 0.02 -0.02 -0.01
C -1.206 0.755 0.081 -1.73 1.72 -0.72
C -0.387 -0.304 -0.356 1.10 -1.44 -0.04
C 0.820 -0.718 0.234 -0.89 -0.26 -0.17
C 1.514 -0.060 1.250 -1.15 0.64 0.04
O 2.591 -0.521 1.758 1.57 0.11 0.63
Mg 3.913 -0.126 3.111 -0.75 -0.33 -0.58
H -0.907 1.322 0.980 -0.13 -0.13 -0.11
H -0.786 -0.915 -1.170 0.17 0.28 0.18
H 1.238 -1.677 -0.085 0.00 0.37 -0.06
H 1.112 0.877 1.668 0.18 -0.22 -0.26
O -2.247 1.135 -0.520 1.98 -0.64 1.59
Hg -3.771 0.954 -2.423 -0.37 -0.07 -0.47
```
Positions in Å, forces in eV/Å.



The following is a DFT calculation (wB97M-V/def2-TZVPD) of the molecule C4H5I at a distorted geometry.

Calculated values
- Net charge: 0
- Kohn-Sham gap: 9.5 eV
- E_LUMO: 0.545 eV
- Largest force on an atom: 0.0849 hartree/bohr
- HOMO: -0.32880 hartree

Structure (XYZ):
```
10
Properties=species:S:1:pos:R:3:forces:R:3
I 3.310 -0.062 -0.042 -0.32 0.21 0.09
C 1.363 0.889 0.037 1.66 -0.62 -0.41
C 0.340 0.096 0.026 -3.41 1.67 0.63
C -1.338 0.277 -0.064 4.14 -1.08 -0.89
C -0.540 -1.032 -0.001 -1.08 -2.63 1.57
H 1.533 1.966 -0.041 -0.76 -0.52 0.16
H -1.788 0.536 0.854 -0.63 0.47 0.49
H -1.580 0.672 -1.017 -0.62 0.41 -0.42
H -0.414 -1.848 -0.796 -0.52 1.47 1.01
H -0.885 -1.495 1.043 1.56 0.63 -2.22
```
Positions in Å, forces in eV/Å.



The following is a DFT calculation (wB97M-V/def2-TZVPD) of the molecule C4H5I at a distorted geometry.

Calculated values
- Net charge: 0
- Kohn-Sham gap: 9.4 eV
- E_LUMO: 0.683 eV
- Largest force on an atom: 0.1058 hartree/bohr
- HOMO: -0.32038 hartree

Structure (XYZ):
```
10
Properties=species:S:1:pos:R:3:forces:R:3
C 0.108 1.507 -0.186 -0.98 3.47 0.94
C -0.128 0.115 -0.335 1.47 -5.22 0.43
C -0.452 -1.046 -0.905 1.63 1.24 3.14
C 0.365 -1.185 0.430 -0.46 -1.18 -1.27
I -0.885 -1.550 2.191 0.08 -0.06 0.04
H 0.792 1.822 -0.954 -0.26 0.50 -0.91
H 0.679 1.832 0.690 -0.12 -0.95 0.37
H -0.822 2.193 -0.062 1.33 -1.31 -0.95
H -1.005 -1.700 -1.551 -0.16 0.30 -0.32
H 1.349 -1.988 0.683 -2.54 3.22 -1.46
```
Positions in Å, forces in eV/Å.



The following is a DFT calculation (wB97M-V/def2-TZVPD) of C4H5I2LiO5 as an isolated structure.

Calculated values
- Net charge: 0
- Kohn-Sham gap: 8.1 eV
- E_LUMO: -1.007 eV
- Largest force on an atom: 0.0030 hartree/bohr
- HOMO: -0.33639 hartree

Structure (XYZ):
```
17
Properties=species:S:1:pos:R:3:forces:R:3
Li -0.152 0.422 -1.714 -0.09 -0.02 -0.13
O -1.157 -2.968 0.031 0.01 0.03 0.02
C -0.949 -1.735 -0.403 -0.02 -0.04 -0.03
O -0.727 -1.464 -1.565 0.02 -0.01 0.02
C -1.003 -0.700 0.693 -0.02 -0.01 0.03
O -0.965 0.549 0.063 0.05 0.01 0.03
C -0.357 1.638 0.779 -0.02 -0.02 -0.01
C 0.517 2.477 -0.177 -0.01 0.05 0.09
O 0.899 3.551 0.237 -0.01 -0.01 0.01
O 0.784 1.917 -1.308 0.07 -0.01 -0.02
H -1.061 -3.577 -0.718 0.00 -0.01 -0.01
H -0.134 -0.860 1.343 0.00 0.00 0.00
H -1.908 -0.848 1.290 0.01 0.01 0.00
H 0.288 1.248 1.570 0.01 0.01 0.00
H -1.131 2.261 1.226 0.01 0.01 -0.01
I 2.725 0.096 -0.872 -0.06 0.10 0.00
I 4.334 -2.005 -0.476 0.06 -0.09 0.02
```
Positions in Å, forces in eV/Å.



The following is a DFT calculation (wB97M-V/def2-TZVPD) of C4H5I2NO3 as an isolated structure at a distorted geometry.

Calculated values
- Net charge: 0
- Kohn-Sham gap: 8.7 eV
- E_LUMO: -0.556 eV
- Largest force on an atom: 0.1005 hartree/bohr
- HOMO: -0.34166 hartree

Structure (XYZ):
```
15
Properties=species:S:1:pos:R:3:forces:R:3
C -1.097 0.824 0.974 -1.93 2.39 -1.21
C 0.633 -0.486 0.539 -1.63 -1.90 -4.04
C -0.971 -1.020 -0.597 2.69 1.43 1.78
C 1.462 0.309 -0.499 0.93 -4.88 1.44
N -1.693 0.102 -0.039 0.70 -1.45 -1.37
O -1.489 1.905 1.319 -0.38 -0.06 0.64
O 0.007 0.306 1.424 1.32 -0.56 2.00
O 2.784 0.406 0.043 -0.93 -0.08 -0.98
I -1.978 -2.903 0.011 0.80 0.88 -0.69
I -3.524 0.674 -0.682 0.18 -0.05 0.02
H 1.135 -1.351 0.967 -0.16 0.15 0.07
H -0.494 -0.928 -1.678 -1.77 -0.46 2.15
H 0.925 1.158 -0.665 -0.88 2.97 -0.62
H 1.484 -0.305 -1.409 0.27 0.32 0.11
H 2.816 1.309 0.292 0.78 1.30 0.69
```
Positions in Å, forces in eV/Å.



The following is a DFT calculation (wB97M-V/def2-TZVPD) of a 2-piece molecular cluster, C4H5IN2 overall at a distorted geometry.

Calculated values
- Net charge: 0
- Kohn-Sham gap (spin up / spin down): 8.8 / 6.9 eV
- E_LUMO (spin up / spin down): -0.829 / -1.505 eV
- Largest force on an atom: 0.0662 hartree/bohr
- HOMO (spin up / spin down): -0.35232 / -0.30867 hartree

Structure (XYZ):
```
12
Properties=species:S:1:pos:R:3:forces:R:3
C -1.495 1.294 1.334 -2.09 2.05 0.92
C 0.678 -0.184 0.590 0.15 0.61 -0.67
C 0.252 0.594 -0.644 -0.99 1.84 1.89
C -0.525 0.603 0.654 -0.23 -0.37 -0.79
N -2.370 1.970 1.789 2.49 -2.05 -1.10
N -2.047 -1.521 0.499 -1.94 0.62 0.33
I -0.971 -3.132 0.803 -0.23 -0.97 0.36
H 0.557 -1.259 0.515 0.41 0.28 0.03
H 1.598 0.194 0.899 1.34 0.22 1.59
H 0.588 1.630 -0.914 0.28 -1.41 0.21
H -0.053 -0.059 -1.378 -1.09 -0.78 -1.93
H -2.936 -1.555 1.121 1.91 -0.05 -0.84
```
Positions in Å, forces in eV/Å.



The following is a DFT calculation (wB97M-V/def2-TZVPD) of the molecule C4H5IN2 at a distorted geometry.

Calculated values
- Net charge: 0
- Kohn-Sham gap: 7.8 eV
- E_LUMO: 0.393 eV
- Largest force on an atom: 0.0202 hartree/bohr
- HOMO: -0.27075 hartree

Structure (XYZ):
```
12
Properties=species:S:1:pos:R:3:forces:R:3
C -0.018 1.663 -0.019 0.84 0.48 -0.39
C 1.017 -0.398 0.526 -0.22 0.30 0.46
C -1.652 -0.011 0.045 -0.16 -0.31 -0.21
C 1.550 -1.660 0.051 -0.10 -0.56 -0.28
N 0.861 0.738 0.144 0.03 0.14 0.30
N -1.352 1.253 -0.101 -0.52 -0.21 0.15
I -3.749 -0.359 -0.088 0.10 0.21 0.06
H 0.242 2.701 -0.073 -0.10 0.12 -0.08
H 1.078 -1.977 -0.882 0.03 0.04 0.00
H 2.615 -1.523 -0.137 0.09 0.02 0.02
H 1.422 -2.437 0.803 0.08 0.01 -0.10
H -2.013 2.010 -0.270 -0.07 -0.24 0.06
```
Positions in Å, forces in eV/Å.



The following is a DFT calculation (wB97M-V/def2-TZVPD) of a 3-piece molecular cluster, C4H5IO2 overall at a distorted geometry.

Calculated values
- Net charge: 0
- Kohn-Sham gap: 10.0 eV
- E_LUMO: 0.503 eV
- Largest force on an atom: 0.0781 hartree/bohr
- HOMO: -0.34928 hartree

Structure (XYZ):
```
12
Properties=species:S:1:pos:R:3:forces:R:3
C 2.080 1.839 0.320 0.73 0.44 -0.25
C -2.575 0.884 0.203 0.86 -2.99 2.54
C -1.742 0.381 -0.977 0.37 3.84 -0.42
C -1.096 1.098 0.168 -0.68 0.54 0.10
O 1.970 2.731 -0.363 0.10 -0.03 0.01
O -0.115 1.470 0.769 -2.06 -0.65 -0.69
I 4.540 -0.631 0.474 -1.12 0.04 0.50
H -3.392 1.539 0.059 -0.42 0.80 0.14
H -2.756 -0.051 0.947 -0.04 2.46 -1.60
H -1.629 -0.613 -0.930 0.57 -3.57 -0.70
H -1.880 0.909 -1.950 0.35 -0.65 0.86
H 2.991 -0.357 1.073 1.32 -0.24 -0.49
```
Positions in Å, forces in eV/Å.



The following is a DFT calculation (wB97M-V/def2-TZVPD) of C4H5Li2O as an isolated structure at a distorted geometry.

Calculated values
- Net charge: 0
- Kohn-Sham gap (spin up / spin down): 2.9 / 5.0 eV
- E_LUMO (spin up / spin down): -1.670 / -1.794 eV
- Largest force on an atom: 0.0668 hartree/bohr
- 2S+1: 2
- HOMO (spin up / spin down): -0.16730 / -0.24881 hartree

Structure (XYZ):
```
12
Properties=species:S:1:pos:R:3:forces:R:3
C -1.505 -0.034 -0.020 -1.46 0.37 -0.15
C -2.494 -0.897 -0.273 0.79 0.18 -0.17
H -3.549 -0.597 -0.397 0.33 0.00 0.16
H -2.317 -1.971 -0.480 -0.03 0.31 0.19
O 1.638 1.479 -0.184 0.37 2.79 -0.09
C 1.697 0.265 0.359 -2.24 -2.52 0.64
C 0.870 -0.777 -0.079 2.81 1.43 0.14
Li 2.406 3.090 0.395 -0.35 -1.28 -0.49
Li -0.379 1.661 -0.077 0.26 -1.06 -0.08
H 2.106 0.206 1.382 0.10 -0.04 -0.29
H 0.629 -0.737 -1.152 -0.34 -0.43 0.76
H 0.899 -1.689 0.528 -0.24 0.25 -0.64
```
Positions in Å, forces in eV/Å.



The following is a DFT calculation (wB97M-V/def2-TZVPD) of C4H5LiOSr as an isolated structure at a distorted geometry.

Calculated values
- Net charge: +2
- Kohn-Sham gap: 6.1 eV
- E_LUMO: -8.958 eV
- Largest force on an atom: 0.0487 hartree/bohr
- HOMO: -0.55463 hartree

Structure (XYZ):
```
12
Properties=species:S:1:pos:R:3:forces:R:3
C -1.795 2.091 -0.397 0.33 -0.47 0.10
C -2.975 1.792 -0.530 0.45 0.19 0.01
H -4.025 1.585 -0.663 0.35 0.07 0.06
C -0.042 -1.296 0.159 0.76 -0.94 -0.34
C 1.382 -0.953 0.168 0.25 -0.45 1.69
O 1.838 0.214 0.147 0.85 -0.83 -0.35
Sr 0.635 2.269 -0.077 -1.95 1.53 -0.31
H -0.142 -2.362 0.422 0.05 0.32 -0.32
H -0.514 -0.755 0.995 -0.54 0.41 -0.95
H -0.329 -1.185 -0.920 -0.78 0.37 0.98
H 2.086 -1.765 0.412 0.12 0.03 -0.59
Li 3.882 0.366 0.285 0.12 -0.24 0.02
```
Positions in Å, forces in eV/Å.



The following is a DFT calculation (wB97M-V/def2-TZVPD) of the molecule C4H5N at a distorted geometry.

Calculated values
- Net charge: 0
- Kohn-Sham gap: 9.5 eV
- E_LUMO: 1.048 eV
- Largest force on an atom: 0.0699 hartree/bohr
- HOMO: -0.30981 hartree

Structure (XYZ):
```
10
Properties=species:S:1:pos:R:3:forces:R:3
C -0.569 1.049 -0.076 -0.25 1.94 1.54
C 0.864 0.835 0.048 -0.59 0.40 -1.20
C 1.048 -0.516 -0.027 -0.67 0.40 0.72
N -0.201 -1.097 0.051 1.55 -3.09 -0.97
C -1.191 -0.172 -0.035 -0.28 -0.02 0.38
H -1.106 2.039 0.114 0.89 -1.59 -0.65
H 1.663 1.576 0.023 -0.46 -0.20 0.04
H 1.946 -1.101 -0.121 -0.05 -0.09 0.18
H -0.216 -2.144 -0.071 -0.75 1.94 0.23
H -2.238 -0.468 0.093 0.60 0.32 -0.28
```
Positions in Å, forces in eV/Å.



The following is a DFT calculation (wB97M-V/def2-TZVPD) of the molecule C4H5N.

Calculated values
- Net charge: 0
- Kohn-Sham gap: 7.6 eV
- E_LUMO: 0.768 eV
- Largest force on an atom: 0.0129 hartree/bohr
- HOMO: -0.25107 hartree

Structure (XYZ):
```
10
Properties=species:S:1:pos:R:3:forces:R:3
C -0.860 -0.273 2.168 0.33 0.26 -0.47
C -0.386 0.285 1.197 -0.12 -0.08 0.40
C 0.072 1.006 0.070 -0.04 -0.37 0.01
C 0.133 -0.905 -1.429 -0.09 0.61 0.24
N 0.140 0.392 -1.143 0.09 -0.02 0.15
H -1.271 -0.740 3.039 0.14 0.09 -0.30
H 0.423 2.031 0.149 -0.30 -0.28 -0.19
H -0.007 -1.220 -2.460 0.16 0.12 0.39
H 0.247 -1.570 -0.580 -0.27 -0.04 -0.35
H 0.176 1.045 -1.924 0.11 -0.30 0.12
```
Positions in Å, forces in eV/Å.